1.
# C15H30BBrFN6O3S2

The ion C15H30BBrFN6O3S2 with charge +1 in a non-equilibrium geometry (ωB97M-V with the def2-TZVPD basis set, the OMol25 dataset).

Positions of all 59 atoms, in Å:
C -3.19307 3.34392 1.14192
C -1.64119 3.47106 1.47591
S -0.75541 1.85883 1.53301
C -1.21008 0.86455 0.04542
N -0.60531 -0.46998 -0.04541
C -0.17316 -1.09366 1.21699
C -1.46750 -1.42547 2.08541
S -1.15728 -2.75187 3.32637
C 0.18849 -2.01176 4.31582
N 0.13964 -1.19683 5.37239
N 1.46614 -0.96157 5.63203
C 2.23723 -1.61656 4.75093
O 1.44490 -2.32959 3.86653
C 0.25997 -0.69676 -1.17038
N 1.49802 -0.08418 -1.49000
C 1.51937 1.32891 -1.86761
C 1.91339 2.38257 -0.76210
C 1.04498 3.72072 -0.89657
Br 3.81098 2.91508 -1.09807
C 2.71712 -0.68262 -0.99961
C 3.00880 -0.64843 0.53832
F 2.83700 -2.04462 -1.39686
N -0.21185 -1.56668 -2.02808
C 0.43825 -1.95700 -3.28989
N 1.06038 -3.30043 -3.26340
B -1.56882 -2.22595 -1.74593
O -1.65125 -3.19631 -0.72031
O -2.71667 -1.90108 -2.45861
C -3.32749 -0.68481 -1.98077
H -3.38967 2.58382 0.34710
H -3.81378 3.11651 2.04330
H -3.49474 4.33774 0.71091
H -1.21975 4.19131 0.73287
H -1.57580 3.98341 2.47416
H -2.32879 0.72847 0.07823
H -1.03822 1.52002 -0.85675
H 0.61790 -0.56535 1.79964
H 0.25346 -2.10831 0.96442
H -1.92453 -0.50293 2.52586
H -2.21958 -1.81397 1.34225
H 3.34092 -1.56278 4.74652
H 0.53331 1.58395 -2.35252
H 2.27363 1.44914 -2.69908
H 1.78383 2.04235 0.28838
H 0.04725 3.50523 -1.35329
H 0.91304 4.10444 0.15315
H 1.62698 4.50443 -1.43620
H 3.58435 -0.16829 -1.50380
H 2.50362 0.16739 1.10476
H 2.65453 -1.62969 0.96716
H 4.11215 -0.61628 0.75257
H 1.17973 -1.22942 -3.69198
H -0.38959 -2.01009 -4.06076
H 0.75865 -3.86061 -2.46928
H 0.90703 -3.78608 -4.14685
H -1.13271 -3.96060 -1.04992
H -4.31477 -0.49803 -2.46988
H -3.50335 -0.74772 -0.87516
H -2.65070 0.20248 -2.15325

## Properties
Largest force on an atom   3.7 eV Å⁻¹
M   516.3 g/mol
Multiplicity   1
E_LUMO   -4.35 eV
Gap between HOMO and LUMO   7.61 eV
Charge   +1
Structure (SMILES)   CCSCN(CCSc1nnco1)/C(N(C[C@H](C)Br)[C@@H](C)F)=[N+](/CN)B(O)OC

Atomic partial charges in e from the Mulliken method, atoms 1 to 2: C -1.0258; C -0.3641

2.
# C15H30BBrN2O8

A cluster of 4 separate species, C15H30BBrN2O8 in total in a non-equilibrium geometry (ωB97M-V with the def2-TZVPD basis set, the OMol25 dataset).

Positions of all 57 atoms, in Å:
N -1.20959 4.00053 -5.84622
B -0.20070 2.93691 -5.96326
O 0.78150 3.05975 -6.89626
O -0.30044 1.77589 -5.15884
C 0.62606 1.65274 -4.18565
O 1.78557 1.96852 -4.32312
N 0.16292 1.12011 -2.98062
C 0.93333 -0.12985 -2.70126
C 1.93953 0.01973 -1.57368
C 1.44105 0.83166 -0.39393
O 2.56222 1.21063 0.41903
C -1.26213 0.76357 -3.05055
C -2.12722 1.97625 -3.20678
O -1.82569 3.10057 -2.94280
Br -3.91787 1.55670 -3.91031
H -2.12501 3.60756 -6.02898
H -1.22613 4.38176 -4.90686
H 1.30110 3.83113 -6.66093
H 0.25824 -0.93035 -2.44177
H 1.47085 -0.45697 -3.58112
H 2.89168 0.40739 -1.91437
H 2.13547 -0.98134 -1.20543
H 0.83226 0.23687 0.26458
H 0.93753 1.74237 -0.69390
H 3.18641 1.67572 -0.13648
H -1.44472 0.03581 -3.83068
H -1.54391 0.30327 -2.11009
C 0.59729 -3.59158 0.38519
C -0.62354 -2.70923 0.47320
O -0.81678 -1.82110 -0.32648
C -1.58743 -2.98137 1.59802
H 1.20474 -3.28975 -0.46536
H 1.19121 -3.49807 1.29541
H 0.29687 -4.63206 0.25434
H -1.08147 -2.86071 2.55731
H -1.98026 -3.99476 1.51806
H -2.41670 -2.28150 1.54720
C 3.36733 3.42179 2.34566
C 4.20257 4.08468 3.41444
O 4.73197 3.44555 4.29164
C 4.34802 5.58709 3.33916
H 3.34271 2.35067 2.51283
H 2.34696 3.80630 2.37745
H 3.79913 3.61642 1.36310
H 3.36809 6.06127 3.41076
H 4.81813 5.87034 2.39624
H 4.96932 5.93265 4.16204
C -2.89575 -5.66950 4.27162
C -4.10365 -4.76438 4.33024
O -4.28010 -3.88364 3.52274
C -5.08461 -5.01251 5.44984
H -2.27212 -5.38940 3.42704
H -2.31289 -5.57454 5.18885
H -3.21158 -6.70656 4.15041
H -4.58972 -4.89098 6.41448
H -5.48855 -6.02324 5.37602
H -5.90149 -4.29883 5.37882

## Properties
Largest force on an atom   2.0 eV Å⁻¹
M   457.1 g/mol
Multiplicity   1
E_LUMO   0.45 eV
Gap between HOMO and LUMO   9.79 eV
Structure (SMILES)   NB(O)OC(=O)N(CCCO)CC(=O)Br.CC(C)=O.CC(C)=O.CC(C)=O

Atomic partial charges in e from the Mulliken method, atoms 1 to 2: N -0.5813; B 0.5477

3.
# C15H30Br12O3

A cluster of 7 separate species, C15H30Br12O3 in total in a non-equilibrium geometry (ωB97M-V with the def2-TZVPD basis set, the OMol25 dataset).

Positions of all 60 atoms, in Å:
C 0.26400 -0.88829 -4.66070
O -0.97179 -0.30779 -4.19543
C -1.14312 -0.59685 -2.90210
O -0.34855 -1.21372 -2.18312
O -2.32716 -0.27325 -2.41729
C -3.26078 0.44590 -3.25439
H 0.26216 -1.95812 -4.96896
H 1.04865 -0.59698 -3.97698
H 0.48321 -0.41220 -5.59204
H -3.37031 0.00573 -4.25249
H -3.04234 1.51319 -3.35296
H -4.18927 0.28112 -2.67977
Br 4.86889 -4.11431 3.95877
C 4.04024 -2.66763 3.00345
C 3.87625 -1.37106 3.72988
Br 2.77300 -1.26531 5.32792
H 3.00238 -2.88095 2.75421
H 4.54734 -2.52287 2.04330
H 3.46810 -0.66124 3.04257
H 4.91482 -1.11602 4.01562
Br -3.88810 2.12139 0.15655
C -3.11287 0.49983 0.80553
C -4.22747 -0.58188 1.10869
Br -5.23707 -1.06330 -0.49477
H -2.61791 0.60684 1.73801
H -2.57183 0.10544 -0.01072
H -5.00950 -0.19181 1.75223
H -3.74287 -1.40249 1.62624
Br 2.56784 -3.74879 -3.11126
C 1.21270 -4.52456 -2.01504
C 1.48063 -4.00089 -0.59902
Br 0.24563 -4.73866 0.72363
H 1.18687 -5.58405 -2.03917
H 0.17773 -4.28022 -2.34507
H 1.34760 -2.92685 -0.42107
H 2.47245 -4.30364 -0.16033
Br -0.96837 6.36715 -1.30515
C -0.01500 5.35106 -2.54855
C -0.94088 4.21542 -2.98286
Br -0.04032 2.89360 -4.14162
H 0.87864 4.97634 -2.08475
H 0.23510 6.09459 -3.33726
H -1.87708 4.56852 -3.56494
H -1.04793 3.66433 -2.01526
Br 1.29541 1.72653 -0.98109
C -0.00720 0.89055 0.21085
C 0.66361 -0.37980 0.65074
Br -0.51135 -1.26546 1.97285
H -0.80665 0.66069 -0.44604
H -0.21445 1.57715 1.05592
H 1.58177 -0.02407 1.16921
H 0.70688 -1.10527 -0.19396
Br -1.26619 2.22453 3.88103
C 0.17620 1.31805 4.80308
C 1.41427 2.13922 4.97729
Br 2.41073 2.34811 3.37807
H 0.17301 0.30454 4.34604
H -0.05072 1.23242 5.85946
H 2.01464 1.69579 5.75100
H 1.01629 3.14034 5.39202

## Properties
Largest force on an atom   3.6 eV Å⁻¹
M   1217.2 g/mol
Multiplicity   1
E_LUMO   0.26 eV
Gap between HOMO and LUMO   10.09 eV
Structure (SMILES)   COC(=O)OC.BrCCBr.BrCCBr.BrCCBr.BrCCBr.BrCCBr.BrCCBr

Atomic partial charges in e from the Mulliken method, atoms 1 to 2: C -0.7450; O -0.3302

4.
# C15H30Cl30

A cluster of 15 separate species, C15H30Cl30 in total in a non-equilibrium geometry (ωB97M-V with the def2-TZVPD basis set, the OMol25 dataset).

Positions of all 75 atoms, in Å:
C -0.89180 1.96264 7.06591
Cl 0.84491 1.69167 7.18805
Cl -1.65360 0.97059 5.83291
H -1.37341 1.66184 7.97316
H -1.07544 2.98096 6.81850
C -2.67646 3.01610 -2.59449
Cl -3.73148 2.49318 -1.17174
Cl -2.72483 1.93669 -3.91824
H -3.15758 3.97347 -2.81195
H -1.67699 3.23250 -2.24610
C 1.63564 4.73495 -0.70749
Cl 3.06872 4.34647 0.26173
Cl 0.90123 3.40222 -1.71799
H 0.82806 4.94381 -0.02468
H 1.87137 5.55167 -1.30203
C 3.25812 -2.69729 -2.59014
Cl 4.38919 -1.39491 -2.51137
Cl 3.58295 -3.59853 -4.07159
H 3.40576 -3.31543 -1.72551
H 2.25313 -2.35131 -2.73641
C -1.39879 3.40442 1.56772
Cl -1.37534 5.09054 0.89430
Cl -2.14619 3.42441 3.14086
H -1.97271 2.75658 0.90113
H -0.43446 2.93997 1.70670
C 4.65079 2.14860 -3.78992
Cl 5.13303 2.38209 -2.09396
Cl 3.82364 3.45132 -4.71947
H 5.63092 1.97022 -4.28709
H 3.95194 1.34884 -3.78907
C -5.21908 -1.45366 -1.25398
Cl -4.54679 -2.17224 0.16379
Cl -4.04914 -1.14506 -2.52763
H -5.87761 -2.19096 -1.65452
H -5.64612 -0.46853 -1.04699
C 2.44471 0.48251 4.01229
Cl 3.63663 1.22249 5.07230
Cl 1.51151 1.69590 3.06539
H 2.90498 -0.20386 3.36820
H 1.70050 -0.04745 4.58439
C 3.34593 0.38603 0.33539
Cl 2.51373 -1.08767 0.59471
Cl 5.11013 0.35070 0.62180
H 3.22566 0.65676 -0.69700
H 3.03137 1.27061 0.90236
C -5.91240 0.39449 3.14292
Cl -4.75784 -0.97325 3.46342
Cl -5.53428 1.27329 1.61905
H -6.88897 0.00200 3.00462
H -5.82048 0.99758 4.05185
C -1.68882 -4.55787 0.98294
Cl -2.89795 -4.67703 2.28350
Cl -0.38099 -3.42306 1.40626
H -1.36586 -5.54904 0.86553
H -2.21683 -4.31166 0.09116
C 0.30868 0.78461 -5.17480
Cl -0.94421 0.05563 -6.18364
Cl 1.76264 -0.15372 -4.88717
H 0.54445 1.67069 -5.74522
H -0.11409 1.07740 -4.24495
C -1.26893 -0.44094 -0.76797
Cl -0.79152 0.45749 0.68721
Cl -0.03084 -0.06943 -2.00190
H -1.16102 -1.53034 -0.62533
H -2.23237 -0.13511 -1.10451
C 3.07398 -4.42928 4.07160
Cl 2.05718 -3.10102 4.31142
Cl 4.73505 -3.74664 3.72132
H 3.07756 -4.98710 5.01499
H 2.80594 -5.00884 3.18156
C -0.13024 -3.82398 -4.33792
Cl -1.87417 -4.00252 -4.78870
Cl 0.19056 -4.39471 -2.64155
H 0.38080 -4.39125 -5.08284
H 0.04825 -2.76028 -4.39506

## Properties
Largest force on an atom   2.4 eV Å⁻¹
M   1274.0 g/mol
Multiplicity   1
E_LUMO   0.35 eV
Gap between HOMO and LUMO   10.72 eV

Atomic partial charges in e from the Mulliken method, atoms 1 to 2: C -0.3219; Cl -0.1240

no.,HOMO energy (Eh)
1,-0.43957
2,-0.34328
3,-0.36101
4,-0.38119